(1)
ORCA calculation (ωB97M-V/def2-TZVPD) on a molecular structure, C40H49IN6O2SSbSr.

Each line ends with the Mulliken charge.
Atoms and positions in Å:
I (2.7862, 2.7640, 0.8301)  0.173
Sb (-1.2981, 2.2952, -2.6469)  0.616
Sr (0.2709, 0.0086, -0.1441)  1.290
S (2.3725, 0.2347, -2.3433)  -0.247
O (-1.8424, 0.8368, 0.6083)  1.795
O (1.7090, -1.5943, 0.5123)  0.502
N (4.7441, 0.1810, -0.8089)  -0.665
N (-4.5854, 4.4863, 5.2471)  -0.589
N (-0.1560, 2.6067, 2.8998)  0.043
N (-0.6365, -2.0866, -1.0442)  0.718
N (-1.8528, -2.3717, 1.2665)  -0.414
N (1.8997, 0.4034, 2.3397)  -0.046
C (-2.4419, 3.5816, 4.1235)  0.303
C (-2.6803, 0.7459, 1.5863)  -0.736
C (-2.0751, -2.0846, -1.1932)  0.020
C (4.2839, 0.5806, 2.2782)  -0.610
C (4.3981, -0.5622, 3.0419)  -0.297
C (-2.3080, 4.4439, -0.7767)  -1.703
C (-1.2093, 3.1746, -5.7131)  -1.731
C (3.2490, -1.2143, 3.4614)  -0.900
C (3.9902, -4.2193, -0.3886)  -0.503
C (3.0007, 1.0255, 1.9931)  0.082
C (0.9517, 3.1848, -4.4683)  -1.940
C (-1.8741, 4.2594, 3.0518)  -0.589
C (-0.7344, 3.7226, 2.4770)  -0.246
C (-3.4158, 1.8866, -3.1322)  2.172
C (-4.4281, 0.6612, 3.8335)  -1.332
C (3.7730, 0.2030, -1.4371)  0.230
C (-0.0180, -3.1904, -1.2147)  -1.312
C (-3.6395, 4.0806, 4.7464)  0.123
C (3.1967, -5.0368, -1.2065)  -0.856
C (-3.5635, -0.3843, 3.5609)  -0.347
C (-3.4222, 0.6850, -4.0758)  -2.139
C (-2.7240, -0.3740, 2.4536)  1.013
C (3.4899, -3.0765, 0.1739)  -0.654
C (2.1558, -2.6477, -0.0557)  -0.287
C (-0.0978, 1.0349, -5.1073)  -1.572
C (-1.8546, 2.4081, 4.5708)  -0.349
C (2.0293, -0.7086, 3.0613)  0.180
C (-1.3190, 4.3812, -1.9340)  1.910
C (0.0704, 4.6507, -1.3618)  -1.549
C (1.9030, -4.6507, -1.4474)  -0.624
C (-0.7117, 1.9688, 3.9204)  -0.331
C (-1.8567, -1.5594, 2.2341)  -1.334
C (-3.5855, 1.7906, 1.8818)  -0.088
C (1.3656, -3.4679, -0.9181)  1.081
C (-0.3834, 2.4649, -4.6471)  1.803
C (-2.7992, -2.2076, 0.1756)  -0.611
C (-1.6530, 5.4438, -2.9717)  -1.848
C (-4.1937, 3.0309, -3.7706)  -1.836
C (-4.1145, 1.4776, -1.8369)  -1.825
C (-4.4350, 1.7465, 2.9657)  -1.035
H (0.4641, 0.4705, -4.3688)  0.084
H (3.2976, -2.1231, 4.0412)  0.417
H (1.5139, 3.1343, -5.4047)  0.538
H (-3.7257, 3.4063, -4.6784)  0.239
H (1.5665, 2.7154, -3.6967)  0.280
H (0.3793, 3.8659, -0.6774)  -0.208
H (-3.4799, -1.3588, 0.3110)  0.338
H (-2.4119, -2.8826, -1.8694)  0.682
H (-3.4004, -3.1232, 0.1643)  0.484
H (-0.6853, 3.1120, -6.6716)  0.555
H (1.2662, -5.2636, -2.0738)  0.340
H (0.0617, 5.5936, -0.8057)  0.487
H (-5.1020, 2.5779, 3.1508)  0.812
H (1.1115, -1.2278, 3.2959)  0.027
H (0.8167, 4.2366, -4.2274)  0.301
H (-2.2158, 5.4107, -0.2721)  0.730
H (-5.1140, 1.0958, -2.0705)  0.645
H (5.1444, 1.0923, 1.8797)  0.368
H (-2.7825, -0.1234, -3.7200)  0.237
H (0.8290, 4.7292, -2.1350)  0.373
H (4.1099, -2.4336, 0.7788)  0.238
H (-3.5827, 2.6508, 1.2352)  0.447
H (-4.3178, 3.8640, -3.0853)  0.348
H (-5.1959, 2.6806, -4.0345)  0.501
H (-1.0115, 0.4895, -5.3382)  0.314
H (-5.0801, 0.6324, 4.6929)  0.365
H (-1.6800, 6.4254, -2.4888)  0.488
H (-1.3564, 4.2314, -5.4868)  0.221
H (-2.3671, -1.1370, -1.6437)  -1.186
H (-2.2897, 1.8438, 5.3817)  0.474
H (-2.3195, 5.1635, 2.6683)  0.439
H (-2.1096, 3.6610, -0.0487)  -0.090
H (5.0209, -4.4936, -0.1996)  0.411
H (-3.3361, 4.3488, -1.1074)  0.288
H (-3.5390, -1.2457, 4.2170)  0.442
H (-3.5715, 0.7168, -1.2899)  0.050
H (-0.2685, 4.2069, 1.6345)  0.413
H (-1.1524, -1.7916, 3.0313)  0.388
H (-0.9000, 5.4900, -3.7564)  0.304
H (-0.5810, -4.0465, -1.6175)  0.117
H (-2.1867, 2.7188, -5.8531)  0.258
H (3.5959, -5.9408, -1.6393)  0.363
H (5.3746, -0.9516, 3.2875)  0.366
H (-3.0978, 0.9509, -5.0805)  0.424
H (-4.4397, 0.2885, -4.1506)  0.564
H (-2.6193, 5.2808, -3.4396)  0.267
H (0.5082, 1.0658, -6.0168)  0.501
H (-0.2272, 1.0517, 4.2232)  0.360
H (-4.2353, 2.3128, -1.1607)  0.285

Values from the calculation:
Gap between HOMO and LUMO ... 6.95 eV
Net charge ... -1
2S+1 ... 1
HOMO level ... -0.1774 Ha
Maximum force ... 1.4 eV Å⁻¹

***

(2)
ORCA calculation (ωB97M-V/def2-TZVPD) on a molecular structure, C40H50AsFN9O5SV.

Each line ends with the Mulliken spin population.
Atoms and positions in Å:
As (-2.4833, -0.1632, 0.7348)  -0.018
V (0.0935, 0.0085, 0.1045)  2.027
S (-0.0533, -1.3513, -2.8338)  0.010
F (6.3682, 0.0251, -2.2241)  0.000
O (0.1652, 0.3655, 2.0637)  -0.048
O (0.6429, -0.9675, -4.0261)  0.000
O (2.0211, 0.3861, 0.0806)  -0.028
O (0.9272, 0.8745, 4.0893)  0.015
O (0.5164, -2.3603, -1.9804)  0.014
N (4.8358, 0.7002, 3.0153)  0.007
N (0.8730, -4.1400, 0.9833)  -0.002
N (11.0091, -0.0654, -1.2511)  0.000
N (-0.2959, -0.0454, -1.8672)  -0.070
N (-0.3600, 2.0397, -0.2650)  -0.040
N (2.0800, -3.5797, 1.1386)  0.001
N (0.6502, -2.0352, 0.6881)  0.003
N (8.3764, 0.3093, -0.2855)  0.000
N (1.9380, -2.3226, 0.9699)  0.020
C (1.1072, 0.5870, 2.9226)  -0.004
C (-2.4733, -2.4979, -2.3285)  0.002
C (-1.6614, -1.9202, -3.2947)  -0.023
C (10.3258, 1.2763, -1.3384)  0.000
C (8.8318, 1.0474, -1.4529)  0.000
C (-2.8827, 1.0792, 2.1643)  0.004
C (6.9853, 0.3601, 0.0293)  0.001
C (4.6609, 0.2845, -0.6425)  0.002
C (-0.7006, 4.3397, 0.2594)  -0.005
C (-4.1873, -2.8792, -3.9871)  0.000
C (-0.6669, -5.7329, -1.1338)  0.000
C (-0.7206, 1.1717, -2.4459)  -0.002
C (2.8576, 0.4652, 1.0236)  -0.002
C (-3.3492, -2.3143, -4.9455)  0.000
C (6.6026, 0.5131, 1.3437)  0.000
C (1.8397, -5.8800, -1.2287)  0.000
C (-1.5493, 3.7450, -3.3170)  -0.002
C (0.6976, -5.5937, 1.0054)  0.000
C (-0.3412, 3.0286, 0.6040)  0.033
C (-2.0914, -1.8382, -4.6105)  0.000
C (-3.7275, -2.9692, -2.6738)  0.002
C (-0.7386, 2.2794, -1.5535)  0.040
C (4.2725, 0.4437, 0.6937)  -0.013
C (0.0043, -3.1749, 0.7078)  0.019
C (-1.1062, 4.5979, -1.0202)  0.013
C (-1.1418, 3.5595, -1.9756)  -0.006
C (-3.2281, -1.8083, 1.4531)  0.002
C (-5.5509, -3.3813, -4.3678)  0.000
C (5.8083, 0.7726, 4.1198)  -0.001
C (-3.7915, 0.3547, -0.5977)  0.003
C (2.5209, 0.5834, 2.3861)  0.016
C (-1.5299, 2.6785, -4.1655)  -0.001
C (-1.1133, 1.3970, -3.7419)  -0.003
C (8.9769, -1.0143, -0.2277)  0.000
C (5.9868, 0.2334, -0.9494)  0.000
C (6.3350, -0.5970, 4.5130)  0.000
C (0.5943, -6.1851, -0.4021)  0.000
C (5.2442, 0.5478, 1.6974)  0.000
C (10.4832, -0.8875, -0.1029)  0.000
C (3.5300, 0.7097, 3.3050)  0.005
H (-1.8597, 4.7264, -3.6498)  0.000
H (-3.7622, -0.3288, -1.4445)  -0.002
H (8.6076, -1.5514, 0.6445)  0.000
H (-1.4033, 5.5965, -1.3169)  0.000
H (-3.9193, 0.9568, 2.4759)  -0.001
H (-1.0425, -3.3277, 0.5215)  0.003
H (-4.3588, -3.4251, -1.9200)  0.000
H (-0.6674, 5.1152, 1.0109)  0.000
H (-3.6820, -2.2565, -5.9746)  0.000
H (2.7483, -6.2159, -0.7261)  0.000
H (-2.1121, -2.5822, -1.3112)  0.031
H (-6.0085, -3.9460, -3.5576)  0.000
H (-4.2199, -1.6138, 1.8584)  -0.001
H (10.9792, -1.8556, -0.1322)  0.000
H (8.7256, -1.6190, -1.1148)  0.000
H (8.6159, 0.5284, -2.3969)  0.000
H (7.3798, 0.6208, 2.0858)  0.000
H (12.0184, 0.0577, -1.1601)  0.000
H (-0.1904, -5.8104, 1.5989)  0.000
H (-2.2089, 0.8904, 2.9965)  0.000
H (5.5209, -1.2356, 4.8551)  0.000
H (5.2910, 1.2378, 4.9559)  0.000
H (1.7818, -6.3828, -2.1938)  0.000
H (10.7586, -0.3574, 0.8069)  0.000
H (-4.7876, 0.3587, -0.1575)  -0.001
H (-1.4329, -1.4371, -5.3691)  0.000
H (-2.5844, -2.1760, 2.2512)  -0.001
H (-1.8325, 2.8032, -5.1966)  0.000
H (3.9078, 0.1736, -1.4113)  0.000
H (1.5692, -5.9814, 1.5287)  0.000
H (-3.3151, -2.5601, 0.6684)  -0.001
H (1.9278, -4.8088, -1.4242)  0.000
H (-1.0871, 0.6029, -4.4683)  0.000
H (-0.0606, 2.7726, 1.6181)  0.002
H (0.5348, -7.2654, -0.2395)  0.000
H (10.8540, -0.5733, -2.1259)  0.000
H (-6.2114, -2.5482, -4.6140)  0.000
H (-3.5485, 1.3580, -0.9486)  0.000
H (8.3358, 2.0161, -1.4959)  0.000
H (-0.5773, -4.6928, -1.4596)  0.000
H (-5.4978, -4.0241, -5.2464)  0.000
H (6.8279, -1.0966, 3.6787)  0.000
H (10.7269, 1.7954, -2.2067)  0.000
H (6.6067, 1.4548, 3.8313)  0.000
H (10.5816, 1.8175, -0.4296)  0.000
H (3.2566, 0.8191, 4.3476)  0.000
H (-1.5614, -5.8412, -0.5143)  0.000
H (-0.8149, -6.3295, -2.0335)  0.000
H (-2.7357, 2.0965, 1.8046)  0.000
H (7.0526, -0.4971, 5.3266)  0.000

Values from the calculation:
Gap between HOMO and LUMO (alpha / beta) ... 7.28 / 7.22 eV
<S²> ... 2.016
Net charge ... +2
2S+1 ... 3
HOMO level (alpha / beta) ... -0.4344 / -0.4360 Ha
Maximum force ... 0.6 eV Å⁻¹